Density functional theory data (ωB97M-V with the def2-TZVPD basis set) for a structure of composition C22H21Cl2CrN2OS4.

XYZ file:
```
53
Properties=species:S:1:pos:R:3:forces:R:3:lowdin_charge:R:1
Cr 1.7224 0.5122 -0.1859 0.013 -0.197 -0.448 0.019
Cl 1.7938 0.6656 2.3412 0.079 -0.025 0.249 0.787
C 3.4796 0.6859 2.8156 -0.109 0.003 0.010 -0.608
C 3.7375 0.6068 4.1715 0.051 0.009 -0.043 -0.144
C 5.0476 0.6376 4.6286 -0.067 0.005 -0.145 -0.130
C 6.0638 0.7513 3.6896 0.028 0.000 0.012 -0.159
C 5.7716 0.8251 2.3409 0.070 0.000 -0.047 -0.683
Cl 7.1274 0.9662 1.2469 -0.032 -0.004 0.054 0.603
C 4.4604 0.7900 1.8044 0.053 0.001 0.204 -0.731
S 4.1438 0.8767 0.1222 0.026 0.031 0.008 0.623
H 2.9082 0.5225 4.8611 -0.023 0.000 -0.008 0.093
H 5.2700 0.5745 5.6850 0.004 0.001 0.012 0.084
H 7.1006 0.7811 3.9980 0.011 0.002 -0.011 0.086
C 1.1933 3.0811 -4.0135 -0.020 0.117 -0.061 -0.208
C 1.4333 2.0979 -2.9149 -0.029 -0.087 0.154 -0.762
S 1.3547 2.6657 -1.2487 0.003 0.005 -0.121 0.541
C 1.6880 0.7223 -3.1418 -0.072 0.164 0.039 -0.704
C 1.0044 -1.4648 -4.7013 -0.108 -0.066 -0.036 -0.452
S 2.1104 -1.6260 -1.4221 -0.063 0.188 0.043 0.518
H 0.9937 4.0653 -3.5877 -0.007 -0.004 0.006 0.039
H 0.3392 2.7999 -4.6423 -0.011 -0.024 -0.002 0.054
H 2.0533 3.1831 -4.6894 0.020 -0.018 0.000 0.056
H 0.9114 -1.8509 -5.7181 -0.009 -0.026 0.000 0.009
H 0.0160 -1.3892 -4.2489 0.002 0.038 -0.002 0.039
H 1.6046 -2.1448 -4.1016 0.036 0.026 0.008 -0.015
S 1.7667 0.1598 -4.8398 0.101 -0.027 -0.079 0.805
C 1.8561 -0.0862 -2.0620 0.077 -0.107 0.185 -0.875
C -3.5959 -1.3585 2.4804 0.010 -0.032 -0.043 -0.071
N -2.9036 -1.7517 1.2439 0.004 0.063 0.029 -0.108
N -2.3364 -0.5848 0.6538 0.049 -0.004 0.179 0.019
C -0.9106 -0.7092 0.6246 -0.348 0.077 -0.086 -0.405
O -0.2273 0.2685 0.1662 0.187 0.007 0.034 -0.234
C -0.6038 -1.9496 1.1480 0.036 -0.121 -0.016 -0.006
C -1.7797 -2.6087 1.5145 -0.004 0.089 -0.011 -0.317
C -2.0316 -4.0011 1.9407 0.013 -0.100 0.001 -0.096
C -3.1416 0.2098 -0.1450 0.016 -0.072 -0.092 -0.178
C -2.6676 1.4117 -0.7074 0.012 -0.063 0.030 0.000
C -3.5148 2.1915 -1.4682 -0.006 0.040 -0.028 -0.099
C -4.8425 1.8331 -1.6955 0.007 0.019 -0.007 -0.143
C -5.3041 0.6450 -1.1532 -0.004 -0.030 0.016 -0.133
C -4.4727 -0.1638 -0.3921 0.027 0.027 0.023 -0.057
H -4.3823 -0.6386 2.2509 -0.004 -0.001 -0.008 0.066
H -2.8942 -0.9172 3.1982 0.005 0.030 0.021 0.089
H -4.0531 -2.2466 2.9200 0.020 -0.007 -0.006 0.072
H 0.3983 -2.3458 1.1749 0.005 0.004 0.022 0.092
H -1.1155 -4.5879 1.8485 0.019 0.016 0.006 0.068
H -2.7988 -4.4793 1.3142 -0.008 -0.005 -0.030 0.064
H -2.3735 -4.1092 2.9820 -0.010 0.033 0.000 0.054
H -1.6362 1.7002 -0.5656 -0.019 0.018 -0.002 0.085
H -3.1149 3.1023 -1.8984 -0.008 0.009 -0.010 0.098
H -5.4927 2.4616 -2.2918 -0.002 0.002 -0.004 0.078
H -6.3259 0.3246 -1.3291 -0.004 0.010 -0.006 0.085
H -4.8312 -1.1049 -0.0017 -0.013 -0.018 0.005 0.088
```
Positions in Å, forces in eV/Å.

electronic energy	-124989.488	eV
net charge	-2
2S+1	6
relative energy (zero: lowest compared OMol25 entry of this formula, charge and spin)	5.99	kcal/mol

Density functional theory data (ωB97M-V with the def2-TZVPD basis set) for a structure of composition C22H21Cl2N4NdO3PS2 at a distorted geometry.

XYZ file:
```
56
Properties=species:S:1:pos:R:3:forces:R:3:lowdin_charge:R:1
Nd -0.8493 0.2279 0.6208 0.300 -0.815 0.067 1.498
O -2.6924 -0.3660 -0.5433 0.215 -0.838 0.355 -0.346
C -3.2021 -1.5518 -0.7964 -0.519 -0.749 -0.512 -0.353
C -4.6202 -1.7406 -0.7228 1.242 0.544 0.100 -0.030
C -5.2154 -2.8871 -1.1653 -0.906 -0.186 -0.008 -0.111
C -4.4630 -3.9252 -1.7041 -1.157 -0.660 -0.055 -0.131
C -3.1054 -3.8378 -1.6946 0.968 -0.138 -0.361 -0.075
C -2.4404 -2.6983 -1.2206 0.241 0.926 0.457 -0.134
C -0.9734 -2.7774 -1.1701 -0.932 -1.002 -0.632 -0.102
N -0.1559 -1.9824 -0.6251 0.101 0.701 0.041 -0.083
N 1.1819 -2.3596 -0.7799 0.145 0.340 0.370 0.055
C 1.9333 -1.5383 -0.0798 -1.020 -0.701 -0.438 -0.485
O 1.4644 -0.5793 0.6173 0.164 1.006 0.404 -0.229
C 3.3924 -1.8124 -0.0937 -0.110 -0.048 -0.049 -0.151
C 4.2293 -1.0671 0.7109 0.330 0.254 -0.014 -0.033
C 5.5935 -1.3059 0.7399 -0.232 -0.552 -0.243 -0.084
C 6.1523 -2.3463 -0.0077 -0.425 0.534 0.513 -0.097
C 5.3065 -3.0792 -0.8256 -0.147 -0.256 -0.104 -0.092
C 3.9380 -2.8161 -0.8786 0.740 0.155 -0.098 -0.029
H -5.1665 -0.9297 -0.2776 -0.325 0.233 0.005 0.110
H -6.3103 -3.0015 -1.1038 0.596 0.142 -0.012 0.107
H -5.0042 -4.8046 -2.0648 0.437 0.200 0.029 0.097
H -2.4962 -4.6518 -2.1157 -0.262 0.324 0.346 0.113
H -0.5615 -3.6873 -1.6170 0.048 0.083 -0.104 0.116
H 3.8010 -0.2770 1.3030 -0.063 0.071 0.203 0.096
H 6.1837 -0.7005 1.3868 0.568 0.292 0.354 0.088
H 7.2065 -2.5754 0.1056 -0.079 -0.012 -0.239 0.095
H 5.7115 -3.8897 -1.4165 -0.001 -0.029 -0.095 0.094
H 3.3054 -3.3432 -1.5624 -0.265 -0.337 -0.088 0.098
S -1.3324 2.5043 2.2777 0.004 -0.417 0.140 0.439
C -1.6463 1.3209 3.5470 -0.195 0.473 -0.144 -1.187
S -1.1976 -0.3474 3.3347 -0.116 0.201 0.039 0.437
C -2.2809 1.7530 4.6965 0.320 0.861 0.135 -0.406
C -2.5590 0.8531 5.7718 -0.378 0.433 0.099 -0.285
N -2.8761 0.2326 6.6905 0.156 -0.140 -0.062 0.126
C -2.5360 3.1783 4.9590 0.066 -1.040 0.092 -0.263
N -2.7449 4.2695 5.2795 0.083 -0.426 -0.267 0.114
Cl -3.0504 2.5055 -1.7480 -0.191 0.614 0.365 0.569
C -3.4711 1.3618 -2.9846 0.506 -1.120 0.338 -1.013
Cl -1.9987 0.7541 -3.7651 0.196 -0.161 -0.273 0.512
H -4.0660 1.8020 -3.7477 -0.480 0.460 -0.382 0.011
H -3.9460 0.4912 -2.5296 0.000 0.289 0.016 0.011
C 0.5056 4.5965 -0.1032 0.667 -1.034 1.094 -0.157
P 1.1393 2.8831 -0.3969 0.764 1.468 -0.444 0.593
C 2.1613 2.9519 -1.9164 -0.476 -0.627 0.487 -0.158
C 2.2227 2.4836 1.0125 -0.080 0.126 -0.012 -0.167
O 0.0245 1.9143 -0.6610 -0.062 -0.113 -0.069 -0.579
H 1.3478 5.2252 0.2355 -0.359 -0.216 -0.065 0.058
H -0.2425 4.5035 0.7117 0.395 0.194 -0.438 0.018
H 0.0687 5.0342 -0.9788 -0.295 0.026 -0.519 0.040
H 2.9653 3.6599 -1.8237 0.430 0.293 0.087 0.039
H 1.5236 3.2443 -2.7588 0.061 -0.195 0.207 0.058
H 2.5654 1.9347 -2.0716 -0.168 0.474 -0.055 0.065
H 3.1119 3.1389 1.0356 -0.410 -0.212 -0.134 0.065
H 2.5250 1.4276 0.9787 -0.156 0.281 -0.199 0.021
H 1.6432 2.6269 1.9359 0.062 0.026 -0.229 0.039
```
Positions in Å, forces in eV/Å.

electronic energy	-106546.089	eV
net charge	-1
2S+1	4

Density functional theory data (ωB97M-V with the def2-TZVPD basis set) for a structure of composition C22H21F3N5OSV at a distorted geometry.

XYZ file:
```
54
Properties=species:S:1:pos:R:3:forces:R:3:lowdin_charge:R:1
V -0.0127 -2.2790 -0.2020 -2.330 2.289 0.255 0.604
S -0.4245 -1.9479 2.1917 0.016 -0.522 -0.547 0.545
C -0.2882 -0.1946 2.1067 0.124 1.001 -0.883 -0.890
N -0.2637 0.4433 3.2547 -0.104 -0.222 0.642 -0.064
N -0.1897 1.8446 3.1258 0.192 -0.128 -0.248 -0.046
C -1.2424 2.6382 2.8033 -0.081 0.056 0.072 -0.285
C -2.4619 2.1144 2.3385 0.036 -0.035 -0.021 -0.041
C -3.5042 2.9629 2.0132 -0.006 0.010 -0.006 -0.119
C -3.3889 4.3440 2.1300 -0.017 0.006 -0.006 -0.150
C -2.1855 4.8660 2.5919 0.038 0.018 0.009 -0.140
C -1.1308 4.0372 2.9248 -0.024 -0.015 -0.019 -0.063
N -0.2543 0.4797 0.9284 0.091 0.080 1.418 -0.037
N -0.2368 -0.2690 -0.1692 0.261 -2.378 -0.992 -0.172
C -0.2037 0.4903 -1.3367 -0.036 -0.301 -0.078 -0.268
C -0.1748 1.8940 -1.3499 0.023 -0.080 0.007 -0.023
C -0.1121 2.5658 -2.5589 0.004 -0.031 -0.044 -0.106
C -0.0770 1.8821 -3.7700 -0.003 0.094 -0.027 -0.134
C -0.1232 0.4930 -3.7612 -0.029 -0.065 0.045 -0.120
C -0.1920 -0.1943 -2.5618 0.028 0.077 -0.101 -0.077
H 0.5303 2.2476 3.6977 -0.042 0.049 0.072 0.113
H -2.5658 1.0442 2.2335 0.018 0.012 0.017 0.091
H -4.4307 2.5305 1.6524 -0.015 0.004 -0.004 0.091
H -4.2110 4.9954 1.8636 -0.007 0.008 -0.002 0.078
H -2.0607 5.9386 2.6924 -0.018 0.011 -0.001 0.086
H -0.1953 4.4640 3.2722 0.007 -0.013 0.011 0.093
H -0.2086 2.4220 -0.4087 -0.004 -0.037 0.036 0.095
H -0.0935 3.6497 -2.5553 0.002 0.002 -0.004 0.094
H -0.0304 2.4252 -4.7055 0.009 -0.005 -0.008 0.084
H -0.1237 -0.0587 -4.6941 0.003 -0.002 -0.013 0.091
H -0.2988 -1.2790 -2.5646 0.052 -0.036 -0.002 0.069
F 6.4488 0.2149 -1.1522 0.022 0.052 -0.058 0.143
C 6.2682 -0.8045 -0.2946 -0.213 -0.039 0.019 -0.588
F 7.0511 -1.8128 -0.7282 0.064 -0.061 -0.036 0.135
F 6.7503 -0.4153 0.8928 0.008 0.012 0.062 0.139
C 4.8233 -1.2253 -0.2284 0.361 0.110 0.097 -0.117
C 4.1962 -1.6347 -1.3978 -0.363 -0.053 0.035 0.010
C 2.8755 -2.0311 -1.3128 0.467 0.102 -0.356 -0.109
N 2.1954 -2.0334 -0.1640 -0.769 -0.410 -0.025 -0.029
C 2.7966 -1.6215 0.9546 0.223 0.170 0.235 -0.096
C 4.1254 -1.2102 0.9644 -0.312 -0.080 -0.099 0.032
H 4.7088 -1.6366 -2.3492 0.021 -0.003 0.010 0.125
H 2.3334 -2.3434 -2.1987 0.046 -0.016 0.021 0.113
H 2.1738 -1.6202 1.8453 0.067 0.011 -0.033 0.066
H 4.5789 -0.8813 1.8872 0.024 0.005 -0.014 0.123
C -3.2852 -4.9032 -0.3834 -0.363 -0.145 0.125 -0.138
O -2.0055 -4.3722 -0.6303 0.157 0.942 -0.252 -0.233
C -1.8413 -2.9813 -0.7934 2.060 -0.406 0.476 -0.311
C -3.0559 -2.1926 -1.2088 -0.190 0.131 0.102 -0.119
H -3.9361 -4.8777 -1.2645 0.084 0.010 0.003 0.077
H -3.7904 -4.3827 0.4373 0.047 -0.020 -0.030 0.096
H -3.1440 -5.9470 -0.0994 0.044 0.057 0.002 0.083
H -3.9785 -2.7638 -1.3393 0.087 -0.056 0.033 0.050
H -2.8773 -1.6629 -2.1528 0.165 -0.078 0.130 0.068
H -3.2572 -1.4113 -0.4670 0.077 -0.080 -0.022 0.081
```
Positions in Å, forces in eV/Å.

electronic energy	-77325.168	eV
net charge	-1
2S+1	2
relative energy (zero: lowest compared OMol25 entry of this formula, charge and spin)	45.88	kcal/mol